1.
The following is a quantum chemistry calculation of a 11-piece molecular cluster, C36H80N2O26S6 overall at a distorted geometry, from the Open Molecules 2025 dataset.

Each line ends with the Mulliken charge.
Geometry (Å):
O -1.376 5.668 2.454  -0.69
S -2.188 4.922 1.526  1.10
O -1.642 3.722 0.908  -0.23
O -3.603 4.546 2.301  -0.44
C -4.339 3.366 1.821  0.87
C -5.675 3.737 1.359  -1.38
C -2.841 5.998 0.304  -0.87
H -4.512 2.662 2.635  0.28
H -3.857 2.760 1.054  -0.44
H -5.506 4.227 0.400  0.24
H -6.140 4.382 2.105  0.38
H -6.323 2.862 1.318  0.35
H -3.592 6.664 0.730  0.41
H -3.211 5.369 -0.506  0.14
H -2.058 6.606 -0.149  0.39
O -1.144 -1.862 4.943  -0.76
S 0.264 -1.441 4.888  1.12
O 0.717 -0.485 3.868  -0.68
O 0.638 -0.846 6.346  -0.29
C 1.914 -0.204 6.398  0.35
C 2.042 0.541 7.734  -1.46
C 1.326 -2.945 4.853  -0.86
H 1.912 0.595 5.656  -0.02
H 2.792 -0.811 6.176  0.27
H 1.100 1.074 7.861  0.37
H 2.810 1.313 7.794  0.39
H 2.311 -0.158 8.527  0.35
H 1.202 -3.384 3.863  0.19
H 0.978 -3.603 5.649  0.46
H 2.384 -2.693 4.923  0.28
O 4.356 -5.926 -3.602  -0.60
S 4.636 -5.006 -2.507  1.10
O 5.764 -4.060 -2.522  -0.59
O 3.287 -4.096 -2.210  -0.27
C 1.957 -4.674 -1.980  -0.14
C 0.967 -3.739 -2.640  -0.46
C 4.597 -6.040 -0.930  -0.75
H 1.707 -4.657 -0.919  0.10
H 1.933 -5.652 -2.460  0.55
H 1.159 -3.767 -3.712  0.53
H 1.095 -2.692 -2.365  -0.28
H -0.065 -4.043 -2.462  0.03
H 5.528 -6.601 -0.846  0.44
H 3.698 -6.634 -0.763  0.31
H 4.578 -5.324 -0.109  0.10
O -1.053 4.971 -6.368  -0.60
S 0.112 4.548 -5.622  1.16
O 1.167 5.517 -5.342  -0.62
O -0.421 3.808 -4.170  -0.22
C 0.254 3.879 -3.003  0.57
C -0.537 4.716 -2.044  -0.63
C 0.847 3.087 -6.457  -0.78
H 1.249 4.264 -3.223  0.81
H 0.313 2.841 -2.676  -0.94
H -1.587 4.469 -1.883  -0.03
H -0.505 5.773 -2.312  0.42
H -0.001 4.787 -1.098  -0.07
H 1.755 2.735 -5.967  0.15
H 1.191 3.474 -7.417  0.44
H 0.020 2.391 -6.597  0.29
O 3.273 2.536 -3.425  -0.59
S 3.087 1.111 -3.651  1.20
O 2.925 0.628 -5.024  -0.67
O 4.380 0.224 -2.952  -0.42
C 5.104 0.787 -1.846  0.65
C 6.210 1.717 -2.185  -1.47
C 1.763 0.399 -2.575  0.69
H 5.531 -0.043 -1.282  0.42
H 4.453 1.281 -1.125  -0.46
H 5.850 2.584 -2.739  0.34
H 6.909 1.206 -2.848  0.36
H 6.652 2.085 -1.259  0.39
H 1.906 0.739 -1.549  -0.45
H 1.847 -0.687 -2.550  -0.14
H 0.794 0.717 -2.960  -0.14
O -4.641 -2.145 5.162  -0.60
S -4.729 -3.055 4.062  1.16
O -5.888 -3.912 3.790  -0.62
O -4.335 -2.262 2.669  -0.45
C -3.324 -1.244 2.681  0.18
C -3.595 -0.452 1.390  -0.61
C -3.269 -4.218 4.089  -0.75
H -2.288 -1.562 2.802  -0.18
H -3.490 -0.517 3.475  0.52
H -4.501 0.145 1.498  0.69
H -3.819 -1.002 0.477  0.22
H -2.784 0.246 1.181  -0.33
H -2.940 -4.330 3.055  0.18
H -3.545 -5.175 4.533  0.47
H -2.454 -3.802 4.681  0.17
O -4.612 3.273 -1.689  -0.61
C -4.170 2.262 -2.159  0.35
O -3.223 1.582 -1.659  0.01
C -2.687 0.595 -2.547  1.33
C -3.218 1.093 -3.906  -0.38
C -4.538 1.665 -3.476  -0.82
H -2.851 -0.470 -2.379  -0.28
H -1.601 0.620 -2.635  -0.68
H -3.328 0.250 -4.588  0.46
H -2.513 1.779 -4.376  -0.02
H -5.313 0.907 -3.355  0.30
H -5.042 2.367 -4.140  0.38
O 2.656 -3.869 1.401  -0.64
C 3.155 -2.782 1.707  0.32
O 3.482 -2.455 2.928  -0.31
C 4.084 -1.165 3.010  -0.17
C 3.804 -0.457 1.653  -0.02
C 3.184 -1.598 0.769  1.16
H 5.144 -1.246 3.251  0.26
H 3.537 -0.644 3.796  0.01
H 4.697 -0.007 1.219  0.61
H 3.066 0.342 1.710  -0.45
H 3.909 -1.744 -0.031  0.20
H 2.215 -1.372 0.324  -0.93
O 2.263 3.191 -0.330  -0.42
C 2.469 3.617 0.817  0.09
O 2.693 2.784 1.895  0.04
C 3.067 3.495 3.058  -0.23
C 2.551 4.877 2.795  -0.86
C 2.352 4.993 1.256  -0.07
H 4.156 3.451 3.046  0.32
H 2.586 3.005 3.904  0.10
H 3.348 5.566 3.076  0.36
H 1.603 4.932 3.329  0.30
H 3.249 5.465 0.855  0.38
H 1.407 5.481 1.018  0.09
C -2.818 -3.702 -2.379  -0.31
C -3.137 -5.069 -2.921  0.32
O -2.339 -5.993 -2.573  -0.69
N -4.114 -5.223 -3.777  -0.21
C -4.591 -6.539 -4.255  -0.84
H -3.778 -3.199 -2.265  0.58
H -2.197 -3.259 -3.157  0.23
H -2.291 -3.859 -1.437  -0.27
H -4.796 -4.490 -3.909  0.28
H -3.908 -7.124 -4.870  0.25
H -5.441 -6.325 -4.903  0.35
H -4.925 -7.029 -3.341  0.30
C -0.681 -2.798 0.943  -0.09
C -0.588 -1.428 0.295  0.22
O -0.870 -1.473 -0.883  -0.17
N -0.144 -0.415 1.065  2.42
C -0.095 0.992 0.673  -1.09
H -0.048 -2.773 1.830  -0.96
H -0.226 -3.527 0.272  0.18
H -1.737 -2.994 1.125  0.23
H -0.074 -0.498 2.069  -0.63
H -0.749 1.507 1.377  0.53
H -0.438 1.155 -0.349  -0.27
H 0.935 1.347 0.714  -0.17

Values from the calculation:
- spin multiplicity = 1
- SMILES = CCOS(C)(=O)=O.CCOS(C)(=O)=O.CCOS(C)(=O)=O.CCOS(C)(=O)=O.CCOS(C)(=O)=O.CCOS(C)(=O)=O.O=C1CCCO1.O=C1CCCO1.O=C1CCCO1.CNC(C)=O.CNC(C)=O
- E (eV) = -159851.656
- HOMO-LUMO gap (eV) = 9.26


2.
The following is a quantum chemistry calculation of a 7-piece molecular cluster, C36H80N7O9 overall at a distorted geometry, from the Open Molecules 2025 dataset.

Each line ends with the Mulliken charge.
Geometry (Å):
C 1.735 6.298 -1.393  -1.45
C 1.564 4.797 -1.544  -0.08
C 2.778 4.137 -0.848  -0.81
C 2.870 2.670 -1.268  -0.23
N 3.800 1.752 -0.488  0.96
C 3.484 1.847 1.014  0.44
C 4.747 2.312 1.705  -0.66
C 5.854 1.859 0.802  -0.90
C 5.257 2.254 -0.528  -0.56
C 3.872 0.287 -1.070  -0.57
H 2.770 6.513 -1.634  0.37
H 1.588 6.550 -0.347  0.34
H 0.941 6.775 -1.962  0.42
H 1.716 4.524 -2.590  0.26
H 0.689 4.384 -1.091  0.20
H 2.626 4.227 0.223  0.28
H 3.660 4.694 -1.105  0.72
H 3.143 2.748 -2.356  0.69
H 1.843 2.314 -1.215  -0.76
H 3.067 0.862 1.265  -0.41
H 2.645 2.537 1.009  0.07
H 4.765 1.932 2.731  0.47
H 4.822 3.397 1.773  0.32
H 6.021 0.769 0.833  0.28
H 6.773 2.364 1.018  0.51
H 5.757 1.937 -1.434  0.33
H 5.087 3.322 -0.559  0.34
H 4.182 0.403 -2.100  0.41
H 2.904 -0.157 -0.998  -0.34
H 4.604 -0.170 -0.428  0.45
C -3.600 -3.545 5.213  -1.04
C -2.486 -2.514 5.503  -0.67
C -1.111 -2.961 5.151  0.91
C -0.090 -1.917 5.519  -1.17
N 1.396 -2.142 5.135  0.49
C 2.149 -0.875 5.245  -0.92
C 2.081 -0.207 3.941  0.15
C 1.433 -1.149 2.891  0.41
C 1.553 -2.490 3.640  -1.26
C 1.891 -3.209 5.964  -0.98
H -4.559 -3.367 5.705  0.37
H -3.217 -4.535 5.455  0.35
H -3.870 -3.423 4.167  0.08
H -2.569 -2.197 6.560  0.39
H -2.625 -1.567 5.002  0.45
H -1.099 -3.001 4.074  -0.68
H -0.846 -3.968 5.512  0.37
H 0.011 -1.798 6.604  0.37
H -0.433 -0.955 5.147  0.45
H 3.155 -1.182 5.465  0.45
H 1.801 -0.353 6.133  0.18
H 3.047 0.107 3.538  -0.03
H 1.498 0.690 3.880  0.17
H 1.964 -1.120 1.925  0.62
H 0.361 -0.931 2.821  -0.28
H 2.571 -2.900 3.590  0.36
H 0.833 -3.252 3.289  0.44
H 2.880 -3.478 5.610  0.42
H 1.285 -4.081 5.965  0.31
H 1.920 -2.898 7.001  0.41
C 3.126 -3.895 -1.637  -1.22
C 2.141 -4.232 -0.501  -0.38
C 0.775 -3.673 -0.818  -0.12
C -0.270 -4.021 0.239  0.26
N -1.611 -3.413 0.062  0.44
C -1.549 -1.907 0.141  0.65
C -2.871 -1.380 0.549  -0.94
C -3.508 -2.547 1.359  -0.62
C -2.547 -3.715 1.279  -0.26
C -2.324 -3.867 -1.168  -0.99
H 3.166 -2.820 -1.714  0.16
H 2.700 -4.323 -2.559  0.34
H 4.108 -4.312 -1.435  0.42
H 2.551 -3.861 0.431  0.16
H 2.032 -5.322 -0.431  0.46
H 0.480 -4.093 -1.770  0.40
H 0.855 -2.617 -0.982  -0.14
H 0.060 -3.592 1.188  -0.95
H -0.335 -5.125 0.316  0.69
H -1.151 -1.562 -0.803  -0.14
H -0.773 -1.754 0.871  -0.33
H -3.525 -1.183 -0.293  0.41
H -2.842 -0.471 1.121  0.69
H -4.452 -2.805 0.893  0.30
H -3.702 -2.281 2.392  0.09
H -2.955 -4.724 1.130  0.52
H -1.869 -3.733 2.120  0.08
H -2.444 -4.947 -1.123  0.28
H -1.808 -3.560 -2.062  0.32
H -3.277 -3.336 -1.165  0.48
C -5.659 4.281 -5.457  -1.28
C -4.943 3.048 -5.940  -0.77
C -3.634 2.775 -5.254  0.22
C -3.081 1.454 -5.699  -0.89
N -1.982 0.865 -4.811  0.75
C -2.548 0.437 -3.414  -1.39
C -1.404 0.679 -2.414  0.05
C -0.764 1.944 -2.969  1.25
C -0.861 1.907 -4.477  -0.96
C -1.412 -0.349 -5.488  -1.17
H -6.572 4.504 -6.008  0.41
H -5.026 5.161 -5.629  0.32
H -5.890 4.210 -4.378  0.28
H -4.830 3.031 -7.037  0.40
H -5.518 2.139 -5.848  0.38
H -3.793 2.783 -4.179  0.05
H -3.015 3.662 -5.385  0.43
H -2.607 1.495 -6.688  0.43
H -3.899 0.722 -5.671  0.31
H -2.960 -0.580 -3.524  0.13
H -3.342 1.107 -3.127  0.37
H -0.727 -0.171 -2.352  -0.06
H -1.846 0.794 -1.428  0.54
H 0.285 2.018 -2.696  -0.74
H -1.319 2.808 -2.599  0.33
H 0.014 1.579 -5.034  0.26
H -1.267 2.815 -4.933  0.22
H -2.109 -1.102 -5.768  0.32
H -0.644 -0.714 -4.802  0.41
H -0.914 0.034 -6.376  0.39
N 2.001 3.219 3.581  0.89
O 1.603 4.333 3.997  -0.71
O 3.211 2.967 3.586  -0.58
O 1.180 2.457 3.021  -0.58
N 0.373 0.724 0.093  0.58
O 0.161 1.808 -0.442  -0.59
O 1.237 -0.169 -0.369  -0.55
O -0.393 0.372 1.014  -0.67
N -4.066 1.781 -0.924  0.80
O -4.045 0.462 -1.057  -0.60
O -3.817 2.504 -1.977  -0.61
O -4.249 2.350 0.171  -0.65

Values from the calculation:
- spin multiplicity = 1
- E (eV) = -67467.372
- charge = +1
- HOMO-LUMO gap (eV) = 6.97


3.
The following is a quantum chemistry calculation of a 6-piece molecular cluster, C36H81B2N10O14 overall at a distorted geometry, from the Open Molecules 2025 dataset.

Each line ends with the Mulliken charge.
Geometry (Å):
C -2.254 2.368 -2.997  -1.27
C -2.425 0.990 -2.212  0.54
C -3.345 1.081 -0.903  -0.64
C -2.539 0.465 0.377  -0.55
N -1.702 1.555 0.934  1.31
C -2.571 2.380 1.895  -0.65
C -2.569 3.935 1.596  -1.56
O -1.506 4.725 2.110  -0.21
C -1.198 5.859 1.251  -0.79
C -2.475 1.915 3.413  1.02
C -3.589 0.756 3.681  -1.78
O -3.747 0.518 5.111  -0.33
C -5.000 -0.242 5.194  -0.67
B -2.979 3.060 4.503  0.72
N -2.190 3.371 5.750  -0.56
O -4.215 3.791 4.349  -0.67
O -1.240 1.429 3.909  -0.19
C -0.411 0.650 3.024  -0.16
C -0.696 -0.927 3.045  -0.61
C -1.266 -1.535 4.395  -0.61
N -0.786 -0.920 5.656  -0.41
C 1.038 0.797 3.765  -1.12
C 1.056 2.037 4.808  0.37
C 2.582 2.304 5.273  -0.37
C 2.833 3.759 5.880  -0.69
N 1.604 4.578 6.094  -0.07
C 1.941 5.869 6.723  0.62
C 1.496 7.277 6.146  -0.92
O 2.610 5.860 7.777  -0.58
C -0.357 1.261 1.505  -0.59
O 0.376 2.509 1.790  -0.21
N 0.646 3.230 0.687  0.12
O 1.731 3.703 0.713  -0.44
B 0.665 0.354 0.626  1.59
O 0.382 -0.983 0.111  -0.54
O 2.050 0.701 0.383  -0.88
C 2.629 -0.093 -0.678  -0.47
H -3.250 2.877 -3.237  0.33
H -1.578 3.109 -2.441  0.25
H -1.745 2.210 -4.012  0.38
H -2.876 0.190 -2.883  0.20
H -1.403 0.595 -1.862  -0.35
H -3.552 2.199 -0.726  0.21
H -4.347 0.550 -1.026  0.41
H -2.038 -0.436 -0.074  0.45
H -3.360 0.046 1.038  0.26
H -1.584 2.217 0.132  0.81
H -3.655 2.102 1.621  0.36
H -2.592 4.077 0.449  0.57
H -3.559 4.397 1.955  0.49
H -0.644 6.607 1.909  0.22
H -2.123 6.380 0.850  0.33
H -0.474 5.566 0.420  0.29
H -4.606 1.114 3.294  0.81
H -3.355 -0.220 3.158  0.45
H -5.864 0.460 4.962  0.26
H -4.952 -1.059 4.385  0.32
H -5.103 -0.792 6.180  0.30
H -2.697 2.847 6.491  0.21
H -2.371 4.361 6.007  0.23
H -4.866 3.236 3.876  0.36
H 0.293 -1.478 2.847  0.67
H -1.373 -1.244 2.169  0.03
H -0.907 -2.627 4.427  0.60
H -2.403 -1.610 4.464  0.03
H -0.604 -1.646 6.355  0.26
H -1.406 -0.187 6.009  0.16
H 1.294 -0.151 4.358  0.60
H 1.910 0.984 3.078  0.16
H 0.736 2.991 4.271  -0.33
H 0.474 1.826 5.752  0.19
H 2.910 1.484 5.989  0.37
H 3.245 2.207 4.338  0.16
H 3.349 3.608 6.893  0.32
H 3.554 4.387 5.252  0.34
H 1.226 4.863 5.170  0.03
H 2.306 7.790 5.535  0.24
H 0.527 7.268 5.557  0.27
H 1.313 7.950 7.056  0.31
H -0.058 -0.888 -0.766  0.16
H 2.040 -0.084 -1.655  0.19
H 3.631 0.408 -0.937  0.08
H 2.919 -1.154 -0.356  0.20
C -3.145 -3.565 -6.188  -1.41
C -3.603 -2.299 -5.523  0.76
O -3.108 -1.207 -5.776  -0.72
N -4.606 -2.400 -4.608  -0.11
C -5.307 -3.593 -4.181  -0.86
H -2.343 -3.338 -6.891  0.28
H -2.762 -4.261 -5.438  0.39
H -3.971 -4.019 -6.741  0.57
H -4.868 -1.515 -4.198  0.22
H -6.370 -3.464 -4.394  0.31
H -5.170 -3.708 -3.104  0.27
H -4.946 -4.486 -4.686  0.31
C 5.702 -4.279 2.526  -1.33
C 4.482 -3.418 2.341  0.91
O 3.386 -3.731 2.787  -0.66
N 4.630 -2.254 1.649  0.14
C 5.835 -1.715 1.048  -0.85
H 5.434 -5.170 3.094  0.31
H 6.091 -4.592 1.554  0.35
H 6.466 -3.732 3.081  0.35
H 3.773 -1.727 1.563  -0.08
H 6.033 -0.739 1.493  0.21
H 5.661 -1.592 -0.022  0.25
H 6.696 -2.360 1.199  0.39
C 7.761 1.678 -2.486  -1.42
C 7.262 1.218 -1.142  0.90
O 7.402 0.067 -0.752  -0.60
N 6.637 2.137 -0.353  -0.10
C 6.381 3.533 -0.639  -0.87
H 8.235 0.844 -3.002  0.32
H 6.926 2.032 -3.094  0.36
H 8.500 2.472 -2.360  0.39
H 6.329 1.763 0.533  0.18
H 6.866 4.138 0.130  0.31
H 5.302 3.702 -0.599  0.23
H 6.754 3.828 -1.617  0.36
C 1.475 -4.689 -3.414  -1.43
C 0.263 -3.814 -3.589  0.94
O -0.830 -4.109 -3.121  -0.66
N 0.413 -2.659 -4.297  -0.01
C 1.615 -2.145 -4.921  -0.92
H 1.206 -5.570 -2.832  0.31
H 1.844 -5.017 -4.388  0.38
H 2.255 -4.145 -2.877  0.36
H -0.439 -2.120 -4.376  0.09
H 1.836 -1.166 -4.492  0.27
H 1.427 -2.032 -5.990  0.31
H 2.469 -2.803 -4.774  0.36
C -4.551 -7.376 -10.128  -1.39
C -4.004 -6.449 -9.077  0.91
O -4.670 -6.083 -8.118  -0.62
N -2.720 -6.016 -9.224  -0.05
C -1.786 -6.337 -10.282  -0.88
H -5.580 -7.637 -9.882  0.30
H -4.542 -6.884 -11.103  0.35
H -3.960 -8.294 -10.162  0.37
H -2.417 -5.398 -8.485  0.11
H -0.907 -6.808 -9.837  0.29
H -1.485 -5.408 -10.771  0.29
H -2.216 -7.008 -11.022  0.35

Values from the calculation:
- spin multiplicity = 1
- E (eV) = -83555.144
- charge = +1
- HOMO-LUMO gap (eV) = 7.72


Among the records above, which one has the lowest HOMO-LUMO gap?
C36H80N7O9


Which of these has the highest HOMO-LUMO gap?
C36H80N2O26S6


Which formula does entry 1 have?
C36H80N2O26S6